[1]
A structure of composition C2H2Li2O2Rb, computed with wB97M-V/def2-TZVPD.

Cartesian coordinates (Å):
O1 1.343 1.058 0.193
C1 0.172 0.833 -0.409
C2 -0.913 0.278 0.208
Li1 2.680 1.800 2.028
Rb1 1.579 -2.417 0.444
H1 0.232 0.688 -1.506
H2 -0.954 0.400 1.308
Li2 -2.546 -1.873 -2.000
O2 -1.590 -0.769 -0.266

Total charge   0
Gap between HOMO and LUMO (spin up / spin down)   3.1 / 3.3 eV
Spin multiplicity   2
Relative energy (zero: lowest compared OMol25 entry of this formula, charge and spin)   0.00 kJ/mol
E   -7262.3442 eV
HOMO energy (spin up / spin down)   -3.88 / -4.07 eV
Strongest force on any atom   4.4 eV/Å
LUMO level (spin up / spin down)   -0.8 / -0.8 eV

These are the Löwdin partial charges, in e, on atoms 1 to 6: atom 1 (O): -0.305, atom 2 (C): -0.322, atom 3 (C): -0.322, atom 4 (Li): 0.332, atom 5 (Rb): 0.352, atom 6 (H): 0.115

[2]
A cluster of 2 separate species, C2H2N2 in total, computed with wB97M-V/def2-TZVPD.

Cartesian coordinates (Å):
C1 -0.524 -0.384 0.439
C2 0.132 0.242 -0.351
H1 -1.144 -0.970 1.037
H2 0.401 0.812 -1.251
N1 3.083 -0.465 0.280
N2 2.611 0.293 -0.365

Total charge   0
Gap between HOMO and LUMO   11.8 eV
Relative energy (zero: lowest compared OMol25 entry of this formula, charge and spin)   39.05 kJ/mol
E   -5084.7806 eV
HOMO energy   -10.55 eV
Strongest force on any atom   2.4 eV/Å
SMILES string   C#C.N#N
LUMO level   1.2 eV

Let us look at the Löwdin charges, expressed in e, one per atom: atom 1 (C): 0.006, atom 2 (C): -0.100, atom 3 (H): 0.003, atom 4 (H): 0.036, atom 5 (N): 0.056, atom 6 (N): -0.001

[3]
An isolated molecule of C2H2N2O, computed with wB97M-V/def2-TZVPD.

Cartesian coordinates (Å):
N1 2.427 0.748 -0.270
C1 1.437 0.276 0.062
N2 0.335 -0.244 0.578
C2 -0.954 -0.063 0.010
O1 -0.404 -1.291 -0.295
H1 -1.765 -0.060 0.737
H2 -1.077 0.634 -0.822

Total charge   0
Gap between HOMO and LUMO   11.1 eV
Relative energy (zero: lowest compared OMol25 entry of this formula, charge and spin)   357.27 kJ/mol
E   -7130.1408 eV
HOMO energy   -11.07 eV
Strongest force on any atom   2.3 eV/Å
SMILES string   N#CN1CO1
LUMO level   0.0 eV

These are the Löwdin partial charges, in e, on atoms 1 to 6: atom 1 (N): 0.178, atom 2 (C): -0.293, atom 3 (N): 0.033, atom 4 (C): -0.199, atom 5 (O): 0.026, atom 6 (H): 0.124